(1)
{
  "formula": "C3H5ClS2",
  "method": "ωB97M-V with the def2-TZVPD basis set",
  "e_lumo_ev": -0.7,
  "molar_mass_g_mol": 140.66,
  "homo_lumo_gap_ev": 8.38,
  "smiles": "S=C[C@H](Cl)CS",
  "species": ["Cl", "S", "S", "C", "C", "C", "H", "H", "H", "H", "H"],
  "xyz": [[0.547, 2.117, -0.216], [-2.748, -0.595, -0.151], [2.272, -0.877, -0.061], [-1.724, 0.597, 0.041], [-0.125, 0.542, 0.205], [0.544, -0.606, -0.593], [-1.918, 1.666, 0.355], [0.023, -1.550, -0.573], [0.928, -0.349, -1.504], [2.089, -1.370, 1.247], [0.113, 0.424, 1.249]],
  "lowdin_charge": [0.6219, 0.7363, 0.6671, -0.7044, -0.8041, -0.5873, 0.0508, 0.0553, -0.0043, -0.1071, 0.0758]
}


(2)
{
  "formula": "C3H5ClS2",
  "method": "ωB97M-V with the def2-TZVPD basis set",
  "e_lumo_ev": -0.8,
  "molar_mass_g_mol": 140.66,
  "homo_lumo_gap_ev": 8.18,
  "species": ["Cl", "S", "S", "C", "C", "C", "H", "H", "H", "H", "H"],
  "xyz": [[0.838, 2.177, -0.723], [3.609, -0.382, 0.218], [1.202, -1.337, -0.833], [2.011, -0.125, 0.101], [1.290, 1.027, 0.728], [-0.586, -0.867, -0.797], [-0.987, -0.644, 0.273], [-0.797, 0.177, -1.162], [1.811, 1.764, 1.238], [0.262, 0.998, 1.094], [-1.080, -1.678, -1.380]],
  "lowdin_charge": [0.4852, 0.6583, 0.8234, -1.2575, -0.4942, -0.4017, 0.0658, 0.0034, 0.0264, 0.0536, 0.0374]
}


Short version: (2), (1), most stable first.


(1)
{
  "formula": "CH6SSi",
  "method": "ωB97M-V with the def2-TZVPD basis set",
  "e_lumo_ev": 0.9,
  "molar_mass_g_mol": 78.21,
  "homo_lumo_gap_ev": 9.71,
  "smiles": "CS[SiH3]",
  "species": ["S", "Si", "C", "H", "H", "H", "H", "H", "H"],
  "xyz": [[-0.808, -0.572, 0.843], [1.488, -0.692, 0.443], [-1.510, 0.651, -0.438], [1.811, 0.670, 0.431], [-2.596, 0.904, -0.040], [-1.473, 0.255, -1.502], [-0.842, 1.561, -0.244], [2.043, -1.562, 1.455], [1.887, -1.215, -0.948]],
  "lowdin_charge": [0.3194, 0.4207, -0.4888, -0.1470, 0.0555, 0.0345, 0.0195, -0.1207, -0.0931]
}


(2)
{
  "formula": "CH6SSi",
  "method": "ωB97M-V with the def2-TZVPD basis set",
  "e_lumo_ev": 0.2,
  "molar_mass_g_mol": 78.21,
  "homo_lumo_gap_ev": 8.95,
  "smiles": "C=[SiH2].S",
  "species": ["S", "Si", "C", "H", "H", "H", "H", "H", "H"],
  "xyz": [[4.035, -0.135, 0.039], [-1.109, 0.454, 0.064], [-1.676, -1.198, 0.114], [-2.168, -1.621, 0.969], [2.851, -0.699, -0.177], [-0.417, 1.039, -1.080], [-1.589, -1.856, -0.736], [3.491, 1.055, 0.268], [-1.184, 1.415, 1.159]],
  "lowdin_charge": [0.4735, 0.6668, -0.3172, -0.0537, -0.2446, -0.1181, -0.0493, -0.2381, -0.1194]
}


(3)
{
  "formula": "CH6SSi",
  "method": "ωB97M-V with the def2-TZVPD basis set",
  "e_lumo_ev": 0.9,
  "molar_mass_g_mol": 78.21,
  "homo_lumo_gap_ev": 10.29,
  "smiles": "C[SiH2]S",
  "species": ["S", "Si", "C", "H", "H", "H", "H", "H", "H"],
  "xyz": [[-1.304, -1.315, 1.206], [-0.476, 0.056, -0.265], [1.295, 0.442, 0.071], [1.835, -0.510, 0.131], [-2.483, -1.305, 0.707], [-1.193, 1.418, -0.471], [-0.620, -0.955, -1.635], [1.631, 1.116, -0.657], [1.315, 1.051, 0.915]],
  "lowdin_charge": [0.3574, 0.2495, -0.3091, 0.0413, -0.2680, -0.0494, -0.0249, 0.0041, -0.0009]
}


Short version: (3), (1), (2), most stable first.


(1)
{
  "formula": "C5H5N",
  "method": "ωB97M-V with the def2-TZVPD basis set",
  "e_lumo_ev": [-0.1, -0.7],
  "molar_mass_g_mol": 79.10,
  "homo_lumo_gap_ev": [7.63, 7.62],
  "smiles": "C1=CCC=CN=1",
  "species": ["N", "C", "C", "C", "C", "C", "H", "H", "H", "H", "H"],
  "xyz": [[0.601, 1.114, 1.258], [1.209, -0.751, -0.066], [-0.913, 0.447, -0.459], [1.406, 0.176, 0.946], [-0.211, -0.872, -0.460], [-0.411, 1.426, 0.312], [-1.873, 0.555, -0.970], [-0.899, 2.384, 0.430], [-0.507, -1.598, -1.226], [-0.267, -1.359, 0.543], [1.865, -1.568, -0.308]],
  "lowdin_charge": [0.0478, -0.1121, -0.0750, -0.0735, -0.1984, -0.1449, 0.1058, 0.0982, 0.1212, 0.1400, 0.0909]
}


(2)
{
  "formula": "C5H5N",
  "method": "ωB97M-V with the def2-TZVPD basis set",
  "e_lumo_ev": 0.4,
  "molar_mass_g_mol": 79.10,
  "homo_lumo_gap_ev": 9.67,
  "species": ["N", "C", "C", "C", "C", "C", "H", "H", "H", "H", "H"],
  "xyz": [[-0.197, 1.018, -1.333], [-0.784, 1.919, -0.871], [0.607, -0.931, -0.374], [-0.432, 0.395, 1.318], [0.619, -0.017, -1.310], [-0.324, -0.778, 0.754], [-0.993, -1.563, 1.287], [-1.076, 0.610, 2.242], [0.163, 1.288, 0.969], [1.326, -0.030, -2.103], [1.092, -1.910, -0.580]],
  "lowdin_charge": [-0.0575, 0.0891, -0.0845, -0.0601, -0.2112, -0.1948, 0.1315, 0.0948, 0.0589, 0.1114, 0.1224]
}


Short version: (2), (1), most stable first.


(1)
{
  "formula": "C5H5N",
  "method": "ωB97M-V with the def2-TZVPD basis set",
  "e_lumo_ev": 1.0,
  "molar_mass_g_mol": 79.10,
  "homo_lumo_gap_ev": 10.86,
  "smiles": "C#CC[C@@H]1C=N1",
  "species": ["N", "C", "C", "C", "C", "C", "H", "H", "H", "H", "H"],
  "xyz": [[1.157, -1.883, 0.889], [-0.099, -1.862, 0.651], [-1.550, 2.027, -0.201], [0.680, 0.620, 0.004], [0.679, -0.959, -0.190], [-0.550, 1.358, -0.189], [0.880, -1.370, -1.199], [-2.408, 2.569, -0.486], [1.197, 0.904, -0.915], [1.161, 0.910, 1.020], [-1.148, -2.315, 0.617]],
  "lowdin_charge": [0.1287, -0.0994, 0.1031, -0.1775, -0.3056, -0.1780, 0.1198, 0.0136, 0.1020, 0.1527, 0.1406]
}


(2)
{
  "formula": "C5H5N",
  "method": "ωB97M-V with the def2-TZVPD basis set",
  "e_lumo_ev": [-0.1, -0.1],
  "molar_mass_g_mol": 79.10,
  "homo_lumo_gap_ev": [8.56, 8.56],
  "species": ["N", "C", "C", "C", "C", "C", "H", "H", "H", "H", "H"],
  "xyz": [[1.134, 1.237, 0.521], [2.001, 0.254, 0.315], [-0.037, 0.390, 0.189], [-1.403, 0.761, -0.010], [0.564, -0.991, -0.186], [2.167, -0.978, -0.073], [-1.636, 1.797, -0.220], [-1.846, 0.682, 1.118], [-1.797, 0.063, -0.780], [0.317, -1.923, 0.334], [0.537, -1.290, -1.207]],
  "lowdin_charge": [0.1300, -0.1597, -0.2496, -0.0621, -0.1729, -0.0316, 0.0768, 0.1513, 0.0993, 0.1193, 0.0992]
}


(3)
{
  "formula": "C5H5N",
  "method": "ωB97M-V with the def2-TZVPD basis set",
  "e_lumo_ev": -0.1,
  "molar_mass_g_mol": 79.10,
  "homo_lumo_gap_ev": 10.14,
  "species": ["N", "C", "C", "C", "C", "C", "H", "H", "H", "H", "H"],
  "xyz": [[3.168, 0.865, -0.703], [-1.828, 0.009, -0.794], [0.276, -1.121, -0.503], [1.134, -0.409, 0.307], [2.266, 0.292, -0.259], [-0.881, -0.981, -0.926], [-0.024, 0.759, 0.466], [-2.017, 0.695, -1.618], [-0.881, 0.859, 0.117], [1.265, -0.705, 1.348], [-2.680, -0.142, -0.133]],
  "lowdin_charge": [0.1477, -0.0519, -0.0765, -0.1816, -0.2318, -0.1146, 0.1333, 0.0786, 0.1050, 0.1150, 0.0769]
}


(4)
{
  "formula": "C5H5N",
  "method": "ωB97M-V with the def2-TZVPD basis set",
  "e_lumo_ev": -0.8,
  "molar_mass_g_mol": 79.10,
  "homo_lumo_gap_ev": 7.58,
  "species": ["N", "C", "C", "C", "C", "C", "H", "H", "H", "H", "H"],
  "xyz": [[0.355, 0.362, -0.033], [-0.897, 0.885, -0.084], [0.809, -0.874, -0.063], [2.150, 0.926, 0.067], [2.216, -0.472, 0.030], [-2.041, 0.220, 0.103], [3.086, -1.112, 0.057], [-2.977, 0.743, 0.039], [0.263, -1.795, -0.170], [-2.059, -0.833, 0.330], [-0.905, 1.949, -0.276]],
  "lowdin_charge": [-0.0728, -0.2072, -0.0409, 0.1444, -0.2296, 0.0273, 0.0578, 0.0470, 0.1168, 0.0475, 0.1097]
}


Short version: (1), (3), (4), (2), most stable first.


(1)
{
  "formula": "C5H5N",
  "method": "ωB97M-V with the def2-TZVPD basis set",
  "e_lumo_ev": [0.2, 0.2],
  "molar_mass_g_mol": 79.10,
  "homo_lumo_gap_ev": [7.65, 7.65],
  "smiles": "C1=CC=CNC=1",
  "species": ["N", "C", "C", "C", "C", "C", "H", "H", "H", "H", "H"],
  "xyz": [[0.616, -1.052, -0.223], [-1.236, 0.351, 0.103], [1.454, -0.106, 0.317], [-0.735, -0.879, -0.229], [-0.304, 1.407, 0.261], [1.052, 1.196, 0.503], [-2.307, 0.526, 0.050], [-1.356, -1.727, -0.513], [-0.681, 2.425, 0.152], [2.452, -0.508, 0.502], [1.046, -1.633, -0.924]],
  "lowdin_charge": [0.0227, -0.0832, -0.1746, -0.1001, -0.1426, -0.0656, 0.0994, 0.1217, 0.0813, 0.0948, 0.1462]
}


(2)
{
  "formula": "C5H5N",
  "method": "ωB97M-V with the def2-TZVPD basis set",
  "e_lumo_ev": 1.1,
  "molar_mass_g_mol": 79.10,
  "homo_lumo_gap_ev": 9.08,
  "species": ["N", "C", "C", "C", "C", "C", "H", "H", "H", "H", "H"],
  "xyz": [[-3.555, -0.105, -0.125], [0.226, 0.328, 0.770], [2.638, 0.282, -0.431], [-2.736, 0.715, -0.365], [1.433, 0.102, -0.027], [0.289, -0.720, -0.090], [-0.278, 0.708, 1.600], [-4.319, -0.434, 0.361], [-0.140, -1.665, -0.426], [3.410, 1.121, -0.058], [3.031, -0.333, -1.209]],
  "lowdin_charge": [0.0557, 0.0477, -0.0429, -0.0270, -0.3786, 0.0138, 0.0707, 0.0314, 0.1077, 0.0946, 0.0269]
}


Short version: (1), (2), most stable first.


(1)
{
  "formula": "C3H4BrCl",
  "method": "ωB97M-V with the def2-TZVPD basis set",
  "e_lumo_ev": -1.8,
  "molar_mass_g_mol": 155.42,
  "homo_lumo_gap_ev": 7.83,
  "species": ["Br", "Cl", "C", "C", "C", "H", "H", "H", "H"],
  "xyz": [[-2.934, -0.863, 0.037], [-2.497, 2.597, 0.004], [-1.432, 0.181, -0.023], [-0.208, 0.102, -0.804], [-0.185, 0.163, 0.725], [-0.006, -0.832, -1.315], [0.045, -0.721, 1.309], [0.168, 1.080, 1.168], [0.140, 0.973, -1.335]],
  "lowdin_charge": [0.8119, -0.1345, -0.8375, -0.1428, -0.1472, 0.1134, 0.1134, 0.1106, 0.1126]
}


(2)
{
  "formula": "C3H4BrCl",
  "method": "ωB97M-V with the def2-TZVPD basis set",
  "e_lumo_ev": 0.5,
  "molar_mass_g_mol": 155.42,
  "homo_lumo_gap_ev": 9.96,
  "species": ["Br", "Cl", "C", "C", "C", "H", "H", "H", "H"],
  "xyz": [[-3.173, -0.828, 0.234], [-0.855, 1.767, 1.009], [-1.301, -0.620, -0.179], [1.537, 0.204, -0.190], [-0.521, 0.331, 0.166], [1.789, 1.093, 0.457], [1.653, -0.840, 0.227], [1.723, 0.359, -1.241], [-0.850, -1.466, -0.483]],
  "lowdin_charge": [0.6291, 0.6315, -0.6675, 0.0444, -0.7374, 0.0303, 0.0500, 0.0166, 0.0031]
}


Short version: (2), (1), most stable first.